Molecular formula: C22H20ClF3O8P2S4
Method: DFT, ωB97M-V/def2-TZVPD

Geometry (Å):
C -0.106 -2.814 3.156
C -0.880 -2.132 1.926
S -1.718 -3.367 0.818
C -2.545 -2.329 -0.503
C -2.362 -0.758 -0.299
C -3.449 -0.027 0.579
C -4.685 -0.813 1.263
C -5.989 -0.867 0.323
C -3.318 1.531 0.763
C -4.406 2.367 1.609
C -5.534 2.941 0.603
O -5.705 2.465 -0.534
Cl -6.653 4.314 1.105
C -2.107 2.308 0.115
S -1.990 4.130 0.404
C -1.040 1.585 -0.738
C -1.199 0.028 -0.938
C -0.070 -0.649 -1.873
O -0.430 -1.468 -2.744
C 1.417 -0.143 -1.614
C 1.574 1.412 -1.408
C 2.961 2.040 -1.173
C 4.249 1.131 -1.137
S 5.843 2.005 -0.824
O 6.826 1.254 0.020
O 6.420 2.476 -2.144
C 5.480 3.608 0.126
F 6.729 3.960 0.724
F 5.062 4.658 -0.709
F 4.598 3.339 1.205
C 4.076 -0.402 -1.342
P 5.703 -1.422 -1.317
O 6.775 -0.723 -2.209
C 2.672 -1.094 -1.560
P 2.503 -2.979 -1.748
O 0.945 -3.543 -1.255
O 3.597 -3.751 -0.647
S 2.825 -3.540 -3.579
C 0.229 2.312 -1.425
O 0.156 3.443 -1.950
H -0.788 -2.852 4.073
H 0.211 -3.868 2.839
H 0.853 -2.240 3.427
H -0.167 -1.520 1.276
H -1.679 -1.429 2.342
H -3.669 -2.591 -0.453
H -2.198 -2.699 -1.539
H -4.352 -1.900 1.448
H -4.871 -0.364 2.299
H -6.863 -0.237 0.733
H -6.406 -1.942 0.223
H -5.798 -0.501 -0.749
H -3.949 3.235 2.190
H -4.973 1.699 2.360
H -1.154 4.392 1.485
H 3.073 3.170 -1.011
H 5.511 -2.727 -1.922
H 6.229 -1.530 0.026
H 0.839 -3.397 -0.284
H 3.698 -3.183 0.165

Properties
Net charge ... 0
Highest occupied orbital energy ... -9.44 eV
SMILES ... CCSCc1c(CC)c(CC(=O)Cl)c(S)c2c1C(=O)c1c(cc(S(=O)(=O)C(F)(F)F)c([PH2]=O)c1P(O)(O)=S)C2=O



Molecular formula: C22H20ClN4PdSTe
Method: DFT, ωB97M-V/def2-TZVPD

Geometry (Å):
Pd 0.434 -0.023 0.220
C -0.351 0.631 4.665
C -0.101 0.894 3.313
N -0.492 0.093 2.342
C -1.172 -1.031 2.660
C -1.477 -1.374 3.978
C -1.036 -0.508 4.994
C -2.237 -2.566 4.250
C -2.685 -3.341 3.245
C -2.399 -3.006 1.873
C -2.877 -3.764 0.789
C -2.576 -3.383 -0.491
C -1.765 -2.257 -0.684
N -1.297 -1.538 0.315
C -1.623 -1.885 1.581
H -0.006 1.323 5.420
H 0.435 1.788 3.012
H -1.249 -0.749 6.029
H -2.451 -2.819 5.281
H -3.269 -4.229 3.449
H -3.486 -4.640 0.979
H -2.939 -3.935 -1.346
H -1.476 -1.943 -1.679
Te -0.330 2.191 -0.664
S 1.267 -1.299 -1.783
C 2.437 -0.367 -2.589
N 3.155 -0.823 -3.619
C 4.155 0.138 -4.085
C 3.783 1.405 -3.280
N 2.801 0.885 -2.327
H 3.045 -1.758 -3.970
H 4.078 0.295 -5.158
H 5.160 -0.209 -3.849
H 3.339 2.176 -3.908
H 4.639 1.824 -2.759
H 2.377 1.411 -1.575
Cl 3.645 2.464 1.399
C 4.370 1.060 0.676
C 5.578 1.219 0.024
C 6.167 0.129 -0.606
C 5.533 -1.111 -0.585
C 4.331 -1.257 0.078
C 3.718 -0.181 0.749
C 2.492 -0.368 1.458
H 6.054 2.190 0.017
H 7.120 0.250 -1.104
H 5.988 -1.963 -1.073
H 3.835 -2.220 0.101
H 2.264 0.328 2.251
H 2.166 -1.395 1.603

Properties
Spin multiplicity ... 5
Net charge ... +1
Highest occupied orbital energy (alpha / beta) ... -9.77 / -10.51 eV
Energy above the lowest of the compared OMol25 structures with the same formula, charge and spin ... 0.337 eV
⟨S²⟩ ... 6.042



Molecular formula: C22H20FN2O4Pt
Method: DFT, ωB97M-V/def2-TZVPD

Geometry (Å):
Pt 0.315 1.806 1.413
C 3.085 -5.041 -0.864
C 2.666 -3.937 -1.826
C 1.905 -4.442 -3.042
C 0.560 -5.025 -2.631
C -0.218 -4.033 -1.804
C -1.588 -4.097 -1.727
C -2.297 -3.174 -0.960
F -3.631 -3.281 -0.913
C -1.676 -2.172 -0.277
C -0.278 -2.086 -0.336
C 0.403 -1.029 0.389
O -0.313 -0.189 1.035
C 1.806 -1.038 0.355
C 2.454 -1.995 -0.393
N 1.839 -2.929 -1.109
C 0.451 -3.019 -1.087
C 2.689 -0.133 1.169
O 3.843 -0.452 1.350
O 2.172 0.969 1.647
H 3.661 -5.797 -1.399
H 2.220 -5.522 -0.405
H 3.710 -4.638 -0.067
H 3.557 -3.408 -2.163
H 2.511 -5.194 -3.546
H 1.753 -3.615 -3.740
H 0.711 -5.940 -2.052
H -0.021 -5.303 -3.510
H -2.131 -4.866 -2.263
H -2.239 -1.455 0.303
H 3.537 -2.000 -0.393
N -0.769 3.443 1.104
C -1.343 4.376 0.764
C -2.058 5.541 0.357
C -2.231 5.799 -1.005
C -2.924 6.930 -1.391
C -3.434 7.794 -0.429
C -3.255 7.536 0.925
C -2.567 6.407 1.327
H -1.826 5.117 -1.741
H -3.067 7.143 -2.441
H -3.976 8.679 -0.737
H -3.654 8.216 1.665
H -2.418 6.190 2.377
C 0.114 1.795 4.943
O 0.522 1.298 3.660
H 0.896 2.403 5.396
H -0.133 0.964 5.601
H -0.773 2.405 4.795
H 1.442 0.998 3.677

Properties
Spin multiplicity ... 3
Net charge ... +1
Highest occupied orbital energy (alpha / beta) ... -11.31 / -11.29 eV
Energy above the lowest of the compared OMol25 structures with the same formula, charge and spin ... 0.377 eV
⟨S²⟩ ... 2.006